Below is C16H20N4O12V as an isolated structure, with properties calculated with wB97M-V/def2-TZVPD.

CARTESIAN COORDINATES (ANGSTROEM)
O: -2.18 -4.45 -2.98
V: -3.46 -3.70 -2.36
O: -4.72 -3.98 -3.29
O: -3.22 -2.18 -0.84
C: -1.92 -1.73 -0.55
C: -1.50 -1.35 0.95
O: -2.06 -2.05 1.95
H: -1.76 -0.81 -1.14
H: -1.21 -2.44 -1.00
H: -1.56 -0.25 1.12
H: -0.39 -1.50 0.99
C: 0.87 -3.98 2.42
N: 1.07 -3.40 3.79
O: 1.72 -4.04 4.61
O: 0.57 -2.33 3.98
H: 1.20 -5.01 2.51
H: 1.45 -3.38 1.72
H: -0.21 -3.88 2.27
C: -5.63 0.45 -1.40
N: -6.05 -0.92 -1.80
O: -6.41 -1.09 -2.95
O: -6.08 -1.78 -0.95
H: -5.13 0.90 -2.25
H: -4.92 0.36 -0.57
H: -6.58 0.89 -1.12
C: 1.74 -0.64 -0.93
C: 3.14 -0.66 -0.99
C: 3.84 0.47 -1.37
C: 3.15 1.55 -1.90
C: 1.77 1.56 -1.83
C: 1.02 0.50 -1.32
N: 3.86 2.72 -2.41
O: 4.95 2.49 -2.91
O: 3.29 3.79 -2.47
H: 1.24 -1.43 -0.39
H: 3.63 -1.54 -0.61
H: 4.92 0.40 -1.41
H: 1.23 2.48 -2.00
H: -0.06 0.51 -1.22
C: 0.83 4.33 0.36
C: 2.16 4.24 0.78
C: 2.62 3.11 1.43
C: 1.75 2.05 1.68
C: 0.40 2.19 1.35
C: -0.03 3.29 0.63
N: 2.24 0.95 2.51
O: 3.43 0.99 2.80
O: 1.47 0.09 2.85
H: 0.52 5.25 -0.12
H: 2.75 5.14 0.67
H: 3.66 3.01 1.72
H: -0.36 1.47 1.63
H: -1.08 3.33 0.38

Output
HOMO-LUMO gap   3.8 eV
Highest occupied orbital energy   -0.124 hartree
Total charge   -1